{
  "formula": "CH2N4O",
  "method": "ωB97M-V/def2-TZVPD",
  "e_homo_ev": -10.42,
  "de_lowest_kj_mol": 94.6,
  "orbital_gap_ev": 11.0,
  "total_charge": 0,
  "lumo_energy_ev": 0.59,
  "mol_weight_g_mol": 86.1,
  "energy_ha": -333.51178,
  "symbols": ["N", "C", "H", "N", "H", "N", "N", "O"],
  "positions_angstrom": [[-1.925, 0.608, -0.050], [0.068, 0.086, 0.106], [1.732, -0.914, -0.208], [-0.699, 1.133, 0.019], [1.968, 0.775, 0.013], [1.435, -0.046, 0.201], [-1.959, -0.622, -0.081], [-0.621, -1.019, 0.000]]
}

---

{
  "formula": "CH2N4O",
  "method": "ωB97M-V/def2-TZVPD",
  "e_homo_ev": -10.62,
  "de_lowest_kj_mol": 312.4,
  "orbital_gap_ev": 9.7,
  "total_charge": 0,
  "lumo_energy_ev": -0.92,
  "mol_weight_g_mol": 86.1,
  "energy_ha": -333.42883,
  "symbols": ["N", "N", "H", "H", "N", "C", "N", "O"],
  "positions_angstrom": [[1.934, 0.198, 0.527], [0.144, -1.447, 0.038], [-1.359, 1.372, -0.245], [-2.192, -0.092, -0.476], [0.986, 0.866, 0.224], [-0.216, -0.280, -0.115], [-1.318, 0.406, -0.541], [2.020, -1.024, 0.588]]
}

---

{
  "formula": "CH2N4O",
  "method": "ωB97M-V/def2-TZVPD",
  "e_homo_ev": -10.18,
  "de_lowest_kj_mol": 291.8,
  "orbital_gap_ev": 10.5,
  "total_charge": 0,
  "lumo_energy_ev": 0.31,
  "mol_weight_g_mol": 86.1,
  "energy_ha": -333.43667,
  "symbols": ["N", "O", "H", "H", "C", "N", "N", "N"],
  "positions_angstrom": [[-1.950, -0.684, -0.147], [-2.007, 0.562, -0.110], [1.770, 0.902, 0.283], [2.244, -0.734, -0.136], [0.025, -0.054, 0.116], [1.427, 0.001, -0.220], [-0.755, -1.114, 0.140], [-0.754, 1.121, 0.074]]
}

---

{
  "formula": "CH2N4O",
  "method": "ωB97M-V/def2-TZVPD",
  "e_homo_ev": -9.67,
  "de_lowest_kj_mol": 193.7,
  "orbital_gap_ev": 10.2,
  "total_charge": 0,
  "lumo_energy_ev": 0.50,
  "mol_weight_g_mol": 86.1,
  "energy_ha": -333.47401,
  "symbols": ["H", "N", "N", "N", "N", "C", "H", "O"],
  "positions_angstrom": [[1.196, 0.795, -1.003], [0.476, 0.403, -0.514], [-1.242, -0.867, 0.172], [-0.428, -0.684, -0.753], [-0.965, -0.243, 1.237], [0.295, 0.596, 0.828], [-0.335, -1.260, -1.576], [1.003, 1.260, 1.610]]
}

---

{
  "formula": "CH2N4O",
  "method": "ωB97M-V/def2-TZVPD",
  "e_homo_ev": -9.88,
  "de_lowest_kj_mol": 311.1,
  "orbital_gap_ev": 10.1,
  "total_charge": 0,
  "lumo_energy_ev": 0.25,
  "mol_weight_g_mol": 86.1,
  "energy_ha": -333.42931,
  "symbols": ["O", "H", "N", "H", "N", "N", "N", "C"],
  "positions_angstrom": [[-0.948, 0.914, 0.502], [-1.780, -1.314, -0.970], [0.933, 0.088, -0.153], [1.538, -0.613, -0.850], [1.298, 1.016, 0.883], [0.130, 1.505, 1.184], [-0.793, -1.382, -0.443], [-0.378, -0.213, -0.154]]
}

---

{
  "formula": "CH2N4O",
  "method": "ωB97M-V/def2-TZVPD",
  "e_homo_ev": -10.64,
  "de_lowest_kj_mol": 334.8,
  "orbital_gap_ev": 11.0,
  "total_charge": 0,
  "lumo_energy_ev": 0.34,
  "mol_weight_g_mol": 86.1,
  "energy_ha": -333.42029,
  "symbols": ["C", "N", "H", "N", "H", "N", "N", "O"],
  "positions_angstrom": [[-0.472, 0.916, 0.019], [-0.275, -1.195, -0.165], [-0.073, 1.985, -0.293], [-1.736, 0.389, 0.014], [1.888, -1.011, 0.451], [0.447, -0.052, -0.084], [-1.471, -0.948, 0.055], [1.692, -0.086, 0.004]]
}

---

{
  "formula": "CH2N4O",
  "method": "ωB97M-V/def2-TZVPD",
  "e_homo_ev": -9.88,
  "de_lowest_kj_mol": 215.7,
  "orbital_gap_ev": 10.6,
  "total_charge": 0,
  "lumo_energy_ev": 0.68,
  "mol_weight_g_mol": 86.1,
  "energy_ha": -333.46567,
  "symbols": ["N", "H", "O", "N", "N", "C", "N", "H"],
  "positions_angstrom": [[-1.800, 0.076, 0.676], [2.197, -0.052, -0.588], [-1.939, -0.100, -0.646], [-0.590, 0.121, 0.943], [1.414, 0.005, 0.053], [0.109, -0.035, -0.252], [-0.689, -0.172, -1.264], [1.297, 0.156, 1.079]]
}

---

{
  "formula": "CH2N4O2",
  "method": "ωB97M-V/def2-TZVPD",
  "e_homo_ev": -9.39,
  "de_lowest_kj_mol": 255.9,
  "orbital_gap_ev": 9.2,
  "total_charge": 0,
  "lumo_energy_ev": -0.18,
  "mol_weight_g_mol": 102.1,
  "energy_ha": -408.68807,
  "symbols": ["N", "C", "N", "H", "O", "H", "N", "O", "N"],
  "positions_angstrom": [[-1.301, 0.877, -0.121], [2.224, -0.656, -0.095], [-0.705, 1.862, -0.538], [-1.163, 2.797, -0.189], [1.867, -1.162, 0.882], [-1.129, -1.902, 0.844], [-1.022, -0.251, 0.187], [2.662, -0.153, -1.025], [-1.433, -1.412, 0.056]]
}

---

{
  "formula": "CH2N4O2",
  "method": "ωB97M-V/def2-TZVPD",
  "e_homo_ev": -8.98,
  "de_lowest_kj_mol": 434.5,
  "orbital_gap_ev": 9.2,
  "total_charge": 0,
  "lumo_energy_ev": 0.19,
  "mol_weight_g_mol": 102.1,
  "energy_ha": -408.62005,
  "symbols": ["C", "N", "N", "N", "H", "H", "O", "O", "N"],
  "positions_angstrom": [[-0.200, -0.200, 0.010], [-2.422, 0.209, -0.145], [1.903, -0.352, 0.049], [-1.364, -0.708, 0.131], [-2.305, 1.335, -0.025], [-3.199, -0.044, 0.294], [0.860, -1.129, -0.091], [0.240, 1.086, 0.054], [1.584, 0.888, -0.039]]
}

---

{
  "formula": "CH2N4O3",
  "method": "ωB97M-V/def2-TZVPD",
  "e_homo_ev": -9.93,
  "de_lowest_kj_mol": 401.2,
  "orbital_gap_ev": 9.0,
  "total_charge": 0,
  "lumo_energy_ev": -0.92,
  "mol_weight_g_mol": 118.1,
  "energy_ha": -483.72831,
  "symbols": ["N", "H", "C", "N", "O", "O", "N", "O", "H", "N"],
  "positions_angstrom": [[0.770, -0.593, 0.064], [0.539, 1.538, 1.981], [-0.261, 0.402, -0.204], [-0.414, -1.271, -1.580], [0.036, 2.223, 1.241], [0.560, -0.556, 1.563], [-0.401, 1.666, 0.091], [0.412, -1.755, -0.614], [-0.579, -0.634, 1.787], [-0.877, -0.173, -1.441]]
}

---

{
  "formula": "CH2N4S",
  "method": "ωB97M-V/def2-TZVPD",
  "s_squared": 2.020,
  "e_homo_ev": [-5.50, -9.87],
  "orbital_gap_ev": [6.0, 7.1],
  "multiplicity": 3,
  "total_charge": 0,
  "lumo_energy_ev": [0.46, -2.75],
  "mol_weight_g_mol": 102.1,
  "energy_ha": -656.20916,
  "symbols": ["H", "C", "N", "N", "H", "S", "N", "N"],
  "positions_angstrom": [[0.304, -0.677, -0.592], [0.183, 0.218, 0.127], [2.288, -1.232, 0.955], [2.695, -1.365, -0.162], [-0.772, 0.674, 0.533], [1.527, 0.257, 1.259], [1.385, 1.037, -0.104], [3.161, -1.359, -1.180]]
}

---

{
  "formula": "CH2N5S",
  "method": "ωB97M-V/def2-TZVPD",
  "e_homo_ev": [-3.22, -3.65],
  "de_lowest_kj_mol": 347.7,
  "orbital_gap_ev": [6.5, 7.1],
  "total_charge": -1,
  "lumo_energy_ev": [3.23, 3.48],
  "mol_weight_g_mol": 116.1,
  "energy_ha": -711.15637,
  "symbols": ["H", "N", "S", "N", "N", "N", "H", "N", "C"],
  "positions_angstrom": [[-1.821, -0.571, 1.015], [-1.239, 1.322, -1.394], [2.070, -1.290, 0.194], [1.101, -0.249, 0.964], [-2.531, 1.632, -1.031], [-1.733, 0.274, 0.474], [1.569, 0.631, 1.239], [-2.848, 1.046, 0.025], [-0.766, 0.552, -0.477]]
}

---

{
  "formula": "CH2N5S",
  "method": "ωB97M-V/def2-TZVPD",
  "e_homo_ev": -3.59,
  "de_lowest_kj_mol": 54.9,
  "orbital_gap_ev": 7.4,
  "total_charge": -1,
  "lumo_energy_ev": 3.77,
  "mol_weight_g_mol": 116.1,
  "energy_ha": -711.26787,
  "symbols": ["H", "H", "N", "N", "N", "N", "S", "C", "N"],
  "positions_angstrom": [[0.009, -0.224, -1.009], [-0.027, -1.341, 0.097], [2.637, 0.007, 2.102], [3.117, 0.606, 1.022], [1.077, -0.019, 0.760], [1.464, -0.448, 1.984], [1.952, 0.941, -1.506], [2.128, 0.593, 0.122], [-0.068, -0.365, 0.047]]
}

---

{
  "formula": "CH2NO",
  "method": "ωB97M-V/def2-TZVPD",
  "e_homo_ev": -18.08,
  "de_lowest_kj_mol": 69.6,
  "orbital_gap_ev": 9.4,
  "total_charge": 1,
  "lumo_energy_ev": -8.66,
  "mol_weight_g_mol": 44.0,
  "energy_ha": -168.83221,
  "symbols": ["O", "H", "H", "N", "C"],
  "positions_angstrom": [[-1.408, -1.325, 0.278], [0.589, 1.105, -0.953], [1.060, 0.436, 0.636], [-0.607, -0.541, 0.186], [0.366, 0.325, -0.147]]
}

---

{
  "formula": "CH2NO2",
  "method": "ωB97M-V/def2-TZVPD",
  "e_homo_ev": [-1.92, -1.92],
  "de_lowest_kj_mol": 389.6,
  "orbital_gap_ev": [6.7, 6.6],
  "total_charge": -1,
  "lumo_energy_ev": [4.73, 4.73],
  "mol_weight_g_mol": 60.0,
  "energy_ha": -244.46894,
  "symbols": ["C", "N", "O", "H", "O", "H"],
  "positions_angstrom": [[0.522, 0.284, -0.475], [-0.385, -0.107, 0.605], [-0.982, -1.277, 0.518], [0.624, -0.757, -0.822], [1.311, 1.263, -0.846], [-1.090, 0.594, 1.019]]
}

---

{
  "formula": "CH2NO2P",
  "method": "ωB97M-V/def2-TZVPD",
  "e_homo_ev": [-8.78, -8.03],
  "de_lowest_kj_mol": 664.4,
  "orbital_gap_ev": [6.7, 5.8],
  "total_charge": 0,
  "lumo_energy_ev": [-2.03, -2.19],
  "mol_weight_g_mol": 91.0,
  "energy_ha": -585.66134,
  "symbols": ["O", "C", "H", "N", "O", "P", "H"],
  "positions_angstrom": [[1.789, 0.358, -0.236], [0.502, 0.502, -0.320], [-2.427, -0.918, 1.199], [-0.507, -0.237, 0.049], [2.411, -0.681, 0.313], [-1.962, -0.615, -0.216], [0.194, 1.590, -0.788]]
}

---

{
  "formula": "CH2NO2PS2",
  "method": "ωB97M-V/def2-TZVPD",
  "e_homo_ev": -8.92,
  "de_lowest_kj_mol": 64.4,
  "orbital_gap_ev": 8.5,
  "total_charge": 0,
  "lumo_energy_ev": -0.46,
  "mol_weight_g_mol": 155.1,
  "energy_ha": -1382.32102,
  "symbols": ["H", "S", "C", "S", "O", "P", "N", "H", "O"],
  "positions_angstrom": [[-0.342, 0.750, 0.707], [-1.527, -0.409, -2.674], [2.252, -1.293, -2.582], [0.831, 1.998, -2.393], [1.531, -1.153, -1.711], [-0.101, 0.447, -1.777], [-0.101, 0.060, -0.113], [-0.214, -0.907, 0.118], [2.826, -1.487, -3.537]]
}

---

{
  "formula": "CH2NO2S",
  "method": "ωB97M-V/def2-TZVPD",
  "s_squared": 2.015,
  "e_homo_ev": [-0.29, -5.00],
  "de_lowest_kj_mol": 185.0,
  "orbital_gap_ev": [4.4, 8.0],
  "multiplicity": 3,
  "total_charge": -1,
  "lumo_energy_ev": [4.13, 2.96],
  "mol_weight_g_mol": 92.1,
  "energy_ha": -642.61424,
  "symbols": ["O", "O", "C", "S", "N", "H", "H"],
  "positions_angstrom": [[3.161, 1.143, -0.525], [3.165, -0.684, 1.082], [0.730, -0.733, -0.336], [2.839, -0.268, -0.336], [-0.229, -0.017, -0.763], [-1.113, -0.442, -0.714], [0.610, -1.802, -0.023]]
}

---

{
  "formula": "CH2NO2S2",
  "method": "ωB97M-V/def2-TZVPD",
  "e_homo_ev": -4.79,
  "de_lowest_kj_mol": 6.8,
  "orbital_gap_ev": 8.2,
  "total_charge": -1,
  "lumo_energy_ev": 3.39,
  "mol_weight_g_mol": 124.2,
  "energy_ha": -1040.95858,
  "symbols": ["S", "O", "N", "H", "H", "S", "C", "O"],
  "positions_angstrom": [[-5.098, 0.031, -0.140], [1.794, -0.975, 0.801], [-2.365, 0.012, 0.194], [1.691, -0.889, -1.537], [-1.244, -0.180, -0.027], [0.913, -1.317, -0.344], [-3.531, -0.056, 0.026], [-0.202, -0.268, -0.668]]
}

---

{
  "formula": "CH2NO2S3",
  "method": "ωB97M-V/def2-TZVPD",
  "e_homo_ev": -4.28,
  "de_lowest_kj_mol": 83.4,
  "orbital_gap_ev": 7.5,
  "total_charge": -1,
  "lumo_energy_ev": 3.22,
  "mol_weight_g_mol": 156.2,
  "energy_ha": -1439.13832,
  "symbols": ["C", "O", "S", "O", "S", "N", "S", "H", "H"],
  "positions_angstrom": [[0.056, -0.600, -0.667], [-1.192, 0.512, 1.981], [0.833, -1.681, 0.363], [-0.392, 2.549, 1.009], [-0.372, 1.138, 1.042], [-0.477, 0.603, -0.496], [-0.293, -1.198, -2.316], [0.752, -2.075, -2.367], [1.086, 0.753, 1.450]]
}